1.
The following is a DFT calculation (wB97M-V/def2-TZVPD) of a cluster of 2 separate species, CH6N3 in total.

- E_LUMO (spin up / spin down) (eV) = -5.1030 / -4.9885
- HOMO (spin up / spin down) (eV) = -14.18 / -14.05
- gap between HOMO and LUMO (spin up / spin down) (eV) = 9.1 / 9.1
- charge = +1

Geometry as XYZ:
```
10
CH6N3 (wB97M-V/def2-TZVPD)
C 0.01 0.76 0.29
N -0.17 -0.28 -0.28
N 0.28 0.26 2.42
N -0.04 -0.53 -1.61
H 0.35 1.79 0.12
H -0.68 0.42 2.60
H 0.23 -0.77 2.18
H 0.51 -1.28 -1.70
H 0.53 0.27 -1.97
H -1.00 -0.66 -2.06
```

=====

2.
The following is a DFT calculation (wB97M-V/def2-TZVPD) of a cluster of 2 separate species, CH6N3 in total.

- E_LUMO (spin up / spin down) (eV) = -6.0081 / -8.1665
- HOMO (spin up / spin down) (eV) = -16.00 / -15.55
- gap between HOMO and LUMO (spin up / spin down) (eV) = 10.0 / 7.4
- charge = +1

Geometry as XYZ:
```
10
CH6N3 (wB97M-V/def2-TZVPD)
C -0.31 -0.78 -0.10
N -0.06 0.46 -0.40
N -0.51 -1.81 -0.91
N 0.62 1.94 1.57
H -0.12 -1.11 0.93
H 0.06 0.79 -1.37
H -0.46 -1.81 -1.98
H -0.53 -2.73 -0.53
H -0.09 2.70 1.77
H 1.39 2.34 1.01
```

=====

3.
The following is a DFT calculation (wB97M-V/def2-TZVPD) of a cluster of 2 separate species, CH6N3 in total.

- E_LUMO (eV) = -4.4940
- HOMO (eV) = -15.32
- gap between HOMO and LUMO (eV) = 10.8
- charge = +1

Geometry as XYZ:
```
10
CH6N3 (wB97M-V/def2-TZVPD)
C -0.74 -0.40 0.11
N 0.35 -0.86 -0.04
N -1.97 -0.39 0.08
N 1.56 -0.28 -0.20
H 0.42 1.57 1.16
H -2.57 -0.15 0.84
H -2.63 -0.31 -0.70
H 2.27 -0.99 0.07
H 0.79 1.07 0.71
H 1.66 0.29 -1.03
```

=====

Stability, highest: 3

=====

1.
The following is a DFT calculation (wB97M-V/def2-TZVPD) of an isolated molecule of C6H11NO2.

- structure (SMILES) = CN[C@]1(C)C[C@@H]1C(=O)O
- E_LUMO (eV) = 0.8434
- HOMO (eV) = -8.83
- gap between HOMO and LUMO (eV) = 9.7

Geometry as XYZ:
```
20
C6H11NO2 (wB97M-V/def2-TZVPD)
C 2.10 0.60 -0.10
N 0.77 0.22 -0.51
C -0.76 -1.43 -1.19
O -0.39 -2.55 -1.43
C -1.25 -0.87 0.10
C -0.36 -1.06 1.30
C -0.24 0.20 0.52
C -0.72 1.52 1.08
H 2.36 0.10 0.85
H 2.82 0.26 -0.86
H 2.22 1.69 0.04
H -2.31 -0.64 0.19
H -0.83 -1.02 2.28
H 0.45 -1.79 1.21
H 0.09 2.02 1.62
H -1.04 2.19 0.27
H -1.58 1.37 1.75
H 0.37 0.63 -1.54
O -0.98 -0.48 -2.39
H -0.73 -0.96 -3.18
```

=====

2.
The following is a DFT calculation (wB97M-V/def2-TZVPD) of a structure of composition C6H11NO2.

- E_LUMO (spin up / spin down) (eV) = 0.4003 / 0.4009
- HOMO (spin up / spin down) (eV) = -6.69 / -6.69
- gap between HOMO and LUMO (spin up / spin down) (eV) = 7.1 / 7.1

Geometry as XYZ:
```
20
C6H11NO2 (wB97M-V/def2-TZVPD)
C 0.89 -0.59 0.81
C -0.95 0.60 -2.12
C 1.32 0.54 0.05
C -0.71 -0.64 0.26
N 1.02 -0.53 2.25
C 1.94 1.66 -0.17
C -1.32 -1.86 0.06
O -0.10 0.13 -1.07
O -1.49 0.31 0.91
H -0.96 1.11 1.03
H 1.34 -1.51 0.42
H 0.47 -1.29 2.63
H 0.62 0.33 2.61
H -0.42 1.42 -2.61
H -1.13 -0.19 -2.85
H -1.89 0.95 -1.70
H 1.62 2.38 -0.92
H 2.86 1.88 0.37
H -0.80 -2.65 -0.46
H -2.30 -2.05 0.48
```

=====

3.
The following is a DFT calculation (wB97M-V/def2-TZVPD) of an isolated molecule of C6H11NO2.

- structure (SMILES) = [H]/N=C\C(C)(C)CC(=O)O
- E_LUMO (eV) = 0.4761
- HOMO (eV) = -9.79
- gap between HOMO and LUMO (eV) = 10.3

Geometry as XYZ:
```
20
C6H11NO2 (wB97M-V/def2-TZVPD)
C -0.31 0.12 -0.06
C 0.22 -1.27 0.18
C 0.19 0.75 -1.36
C -0.15 1.05 1.13
C 1.77 -1.27 0.79
C -1.93 -0.24 -0.26
O 2.76 -0.87 -0.06
N -2.85 0.64 -0.33
O 2.07 -1.64 1.91
H 2.43 -0.61 -0.93
H -2.52 1.58 -0.10
H 0.24 -1.89 -0.72
H -0.35 -1.80 0.95
H -2.22 -1.27 -0.52
H -0.58 1.35 -1.85
H 1.04 1.40 -1.17
H 0.76 1.65 1.10
H -0.11 0.56 2.11
H -0.96 1.77 1.27
H 0.51 -0.01 -2.08
```

=====

Stability, highest: 3

=====

1.
The following is a DFT calculation (wB97M-V/def2-TZVPD) of a cluster of 2 separate species, C6H11NO2 in total.

- structure (SMILES) = [H]/N=C(/C)C=C.CC(=O)O
- E_LUMO (eV) = 0.4501
- HOMO (eV) = -9.29
- gap between HOMO and LUMO (eV) = 9.7

Geometry as XYZ:
```
20
C6H11NO2 (wB97M-V/def2-TZVPD)
C -1.27 0.34 -2.47
C -0.91 0.61 -1.04
O -1.96 1.07 -0.32
O 0.24 0.95 -0.71
H -1.65 1.33 0.57
H -0.62 -0.45 -2.86
H -2.31 0.05 -2.55
H -1.10 1.24 -3.07
C 2.03 0.80 1.43
C 0.70 0.13 1.28
C 0.81 -1.41 0.79
C -0.20 -1.96 0.17
N -0.25 0.45 2.07
H -1.09 -0.11 1.97
H 1.82 -1.79 0.84
H 2.43 0.98 0.43
H 2.72 0.17 2.00
H 1.92 1.75 1.94
H -0.28 -2.93 -0.29
H -1.04 -1.22 -0.16
```

=====

2.
The following is a DFT calculation (wB97M-V/def2-TZVPD) of a structure of composition C6H11NO2.

- E_LUMO (eV) = 0.7945
- HOMO (eV) = -7.97
- gap between HOMO and LUMO (eV) = 8.8

Geometry as XYZ:
```
20
C6H11NO2 (wB97M-V/def2-TZVPD)
C 1.11 0.81 -0.20
C 0.76 -0.66 -0.33
C -2.04 -2.68 0.98
C 2.09 1.31 -1.22
C -0.35 -1.07 0.60
C -0.68 2.47 -0.01
O -0.97 -2.18 0.16
N -0.06 1.62 -0.74
O -0.63 -0.53 1.64
H 1.30 1.08 0.84
H 0.48 -0.90 -1.36
H 1.65 -1.26 -0.10
H -1.67 -2.89 1.99
H -2.85 -1.95 1.05
H -2.38 -3.59 0.50
H 0.75 1.89 -1.72
H 2.63 2.21 -0.93
H 2.70 0.57 -1.72
H -0.52 2.54 1.06
H -1.33 3.20 -0.48
```

=====

Stability, highest: 1

=====

1.
The following is a DFT calculation (wB97M-V/def2-TZVPD) of an isolated molecule of C6H11NO2.

- structure (SMILES) = C=C(CC(=O)CN)OC
- E_LUMO (eV) = 0.9477
- HOMO (eV) = -9.05
- gap between HOMO and LUMO (eV) = 10.0

Geometry as XYZ:
```
20
C6H11NO2 (wB97M-V/def2-TZVPD)
C 0.50 0.04 1.40
C -2.06 -0.13 0.84
C 0.67 -0.57 -2.15
C -0.72 -0.86 0.80
C 1.26 0.31 0.17
N -1.93 1.31 0.67
C 2.54 0.44 -0.07
O 0.24 0.04 -0.95
O -0.64 -2.06 0.73
H -1.50 1.50 -0.23
H -2.84 1.75 0.69
H 0.09 0.95 1.83
H 1.07 -0.58 2.09
H -2.71 -0.63 0.11
H -2.48 -0.32 1.84
H -0.19 -0.68 -2.81
H 1.38 0.08 -2.67
H 1.13 -1.53 -1.94
H 3.24 0.46 0.75
H 2.94 0.50 -1.07
```

=====

2.
The following is a DFT calculation (wB97M-V/def2-TZVPD) of an isolated molecule of C6H11NO2.

- structure (SMILES) = CN1COC(C)(C)C1=O
- E_LUMO (eV) = 0.8488
- HOMO (eV) = -9.13
- gap between HOMO and LUMO (eV) = 10.0

Geometry as XYZ:
```
20
C6H11NO2 (wB97M-V/def2-TZVPD)
C 0.73 -0.29 0.59
C -1.33 1.19 0.52
C -1.69 0.37 -1.87
C 0.67 -1.76 0.26
C 1.91 0.07 1.46
N -0.89 0.85 -0.78
C 0.48 0.56 -0.62
O -0.47 0.42 1.32
O 1.26 0.55 -1.58
H -2.38 0.95 0.73
H -1.17 2.26 0.73
H -1.09 0.31 -2.78
H -2.08 -0.62 -1.61
H -2.54 1.05 -2.01
H 1.62 -2.10 -0.15
H 0.44 -2.35 1.15
H -0.08 -1.99 -0.51
H 2.01 1.16 1.58
H 2.86 -0.32 1.09
H 1.74 -0.30 2.47
```

=====

3.
The following is a DFT calculation (wB97M-V/def2-TZVPD) of an isolated molecule of C6H11NO2.

- structure (SMILES) = [H]/N=C(\CC)CC(=O)OC
- E_LUMO (eV) = 0.9162
- HOMO (eV) = -9.61
- gap between HOMO and LUMO (eV) = 10.5

Geometry as XYZ:
```
20
C6H11NO2 (wB97M-V/def2-TZVPD)
C -0.03 -0.67 -1.70
C -1.39 0.85 -0.14
C 2.59 -0.25 0.85
C -1.29 0.76 1.38
C 1.07 0.05 -0.93
C -1.23 -0.65 -0.81
O 1.44 -0.70 0.14
N -1.88 -1.65 -0.50
O 1.71 0.97 -1.37
H -2.64 -1.55 0.17
H -0.23 -0.10 -2.61
H 0.24 -1.71 -1.91
H -2.40 1.16 -0.43
H -0.78 1.68 -0.51
H 2.62 -0.82 1.77
H 3.49 -0.41 0.25
H 2.50 0.82 1.07
H -0.27 0.53 1.69
H -1.58 1.70 1.84
H -1.95 -0.02 1.78
```

=====

Stability, highest: 3

=====

1.
The following is a DFT calculation (wB97M-V/def2-TZVPD) of a structure of composition C6H11NO2.

- E_LUMO (eV) = 0.8284
- HOMO (eV) = -9.09
- gap between HOMO and LUMO (eV) = 9.9

Geometry as XYZ:
```
20
C6H11NO2 (wB97M-V/def2-TZVPD)
C 0.22 -1.62 0.41
C -0.18 -0.21 -0.02
C -1.63 0.14 0.35
C -0.60 -0.03 -1.47
C 0.86 0.86 0.16
C 1.15 1.55 1.45
H 1.86 -2.84 -0.18
H -0.59 -2.26 0.30
H 0.51 -1.50 1.54
H -2.03 -0.10 1.50
H -1.64 1.26 0.28
H -2.89 -0.31 -1.43
H -0.43 1.16 -1.51
H -0.34 -0.52 -2.46
H 1.73 0.52 -0.49
H 0.49 1.40 2.34
H 2.23 1.87 1.76
N -1.88 -0.54 -0.92
O 1.32 -2.05 -0.42
O 0.60 2.19 0.35
```

=====

2.
The following is a DFT calculation (wB97M-V/def2-TZVPD) of an isolated molecule of C6H11NO2.

- E_LUMO (spin up / spin down) (eV) = -0.7849 / -0.7868
- HOMO (spin up / spin down) (eV) = -8.22 / -8.22
- gap between HOMO and LUMO (spin up / spin down) (eV) = 7.4 / 7.4

Geometry as XYZ:
```
20
C6H11NO2 (wB97M-V/def2-TZVPD)
C 0.38 -1.25 -1.48
C 0.82 -0.35 0.86
N 0.75 -0.69 2.23
C -0.06 -0.94 -0.10
O 2.15 -0.23 0.40
H 2.68 -0.05 1.19
H 0.40 0.09 2.78
H 0.24 -1.54 2.44
H -0.93 -1.46 0.29
H 1.11 -0.53 -1.85
H 0.90 -2.22 -1.45
H -0.46 -1.29 -2.17
C -0.06 1.23 0.66
C -1.32 0.86 -0.28
C -1.51 1.33 -1.52
O -0.42 1.70 1.77
H 0.67 1.73 0.01
H -2.18 0.56 0.31
H -0.68 1.71 -2.11
H -2.48 1.34 -1.99
```

=====

Stability, highest: 2